1.
A molecular structure, C34H36Cl3GeN10O9S2SiSr, computed with wB97M-V/def2-TZVPD.

```
97
C34H36Cl3GeN10O9S2SiSr (wB97M-V/def2-TZVPD)
Sr 0.0970 0.4881 0.0700
Ge 0.7542 -3.9040 -0.5096
Cl 2.9901 4.7503 4.0512
Cl 2.2200 4.1726 0.8863
Cl 5.2395 3.4421 2.0099
S -1.9018 1.7714 -1.5653
S 3.7220 1.2259 -3.1603
Si 3.2621 3.4968 2.4676
O 2.8252 -1.8676 0.0029
O -0.3266 2.3125 2.1278
O 0.0770 -3.5560 1.5728
O 0.4191 -1.0108 1.6041
O 0.9125 -4.7200 3.2504
O 2.0291 1.1162 1.1682
O 3.1413 -0.4668 7.0838
O 2.8113 2.0327 3.0138
O 2.6310 -2.5498 7.1255
N 1.8512 -0.6601 -3.2713
N 0.8936 0.2670 -2.8118
N 1.2571 3.6824 -3.6000
N -1.9284 3.8988 2.4387
N -2.4300 -0.0123 0.3216
N 2.6887 -1.4721 6.5673
N -4.2612 1.2988 -0.4505
N 0.6899 -3.6176 2.7114
N 0.3683 4.3040 -1.5786
N 3.9876 -1.3961 -3.4911
C -3.2242 -0.6666 1.1609
C 2.1909 -1.3824 5.2063
C -1.5588 5.7178 -1.4258
C -3.4268 -4.4239 -0.7909
C 3.1496 -0.3468 -3.3052
C -2.6103 -1.7054 2.0385
C -0.5624 4.9396 -0.8748
C 1.6302 -4.0009 -2.3409
C 2.9601 -4.4225 -2.4266
C -1.4709 2.7201 2.0119
C -2.0785 -4.6218 -0.5396
C 0.3256 4.4070 -2.9023
C 1.1119 -2.4502 3.3434
C 2.1870 1.0197 2.3680
C 3.6088 -4.5525 -3.6463
C 1.7110 -1.9017 -0.3455
C -2.9352 -2.3063 -1.8051
C 1.6241 -3.8163 -4.7657
C 2.3497 -0.1992 4.5261
C 1.8529 -0.1089 3.2169
C -1.5864 -2.5124 -1.5502
C -1.1361 -3.6698 -0.9219
C 0.9791 -3.7050 -3.5389
C -0.6532 5.1636 -3.5678
C -2.9635 0.9439 -0.4853
C -5.0339 0.6336 0.3875
C 1.0761 -1.1771 2.6578
C 2.9413 -4.2411 -4.8243
C -1.0638 4.8252 3.1358
C 1.6257 -2.5243 4.6229
C -3.8581 -3.2652 -1.4230
C -4.5815 -0.3733 1.2188
C -3.2882 4.2972 2.1649
C -1.5957 5.8222 -2.8148
H 1.1514 -5.3098 -0.0093
H 1.4083 3.8855 -4.5714
H -2.2431 2.1324 1.5070
H 1.6067 -3.4673 5.1468
H 1.0920 -3.5773 -5.6781
H 4.6357 -4.8940 -3.6806
H -2.2002 -1.2310 2.9345
H -0.6642 5.2064 -4.6475
H 3.4996 -4.6662 -1.5173
H -4.1469 -5.1711 -0.4833
H -3.8870 4.3081 3.0783
H -5.2415 -0.9083 1.8846
H -0.4996 4.8074 0.1994
H -1.5227 5.1284 4.0784
H -4.9126 -3.1045 -1.6043
H 1.5944 -1.6320 -3.0938
H -6.0800 0.9260 0.3956
H -0.1144 4.3362 3.3377
H 2.0535 3.3136 -3.0940
H 0.1242 0.3065 -3.4810
H -3.7325 3.6099 1.4474
H -3.2959 5.2983 1.7299
H -2.3670 6.4048 -3.3037
H -3.3608 -2.4306 2.3500
H -1.7551 -5.5133 -0.0195
H -0.8785 -1.7420 -1.8492
H -1.7825 -2.2182 1.5476
H 2.8745 0.6229 4.9839
H -2.2917 6.2045 -0.7993
H -0.8853 5.7159 2.5283
H 3.4449 -4.3328 -5.7762
H 4.9648 -1.2065 -3.3444
H -0.0579 -3.3923 -3.5213
H 3.6642 -2.3501 -3.3596
H 1.3485 1.1862 -2.8352
H -3.2603 -1.3884 -2.2798
```

Properties
DFT total energy = -7116.27416 Eh
multiplicity = 1
charge = -1
highest occupied orbital energy (alpha / beta) = -3.374 / -4.272 eV
Kohn-Sham gap (alpha / beta) = 5.416 / 6.382 eV
lowest unoccupied orbital energy (alpha / beta) = 2.042 / 2.110 eV

Here are the Mulliken charges for atoms 1 to 2, given in e: 1.882, 1.630


2.
A molecular structure, C34H36GeN2Se2TcTe2, computed with wB97M-V/def2-TZVPD.

```
78
C34H36GeN2Se2TcTe2 (wB97M-V/def2-TZVPD)
Te -1.7411 3.3951 -4.0552
Te -1.1101 5.2839 -2.2432
Tc -0.1772 1.4609 -0.9507
Se 0.6022 3.7686 -1.1445
Se -2.3558 1.8763 -2.1497
Ge 0.7631 -0.4881 0.5065
N 1.9546 1.1896 -1.4519
N -0.0800 -0.2536 -2.4079
C -1.9091 -1.4843 0.9676
C 4.4165 0.3198 2.5453
C -2.9811 -2.2452 1.5060
C -1.4226 -0.2932 -6.5177
C 3.4330 -0.2459 1.7362
C 4.1671 1.1498 -1.8873
C -1.1398 -0.1936 -5.1603
C -0.4351 -2.3127 2.6761
C -2.7831 -3.0181 2.6069
C -1.1455 -1.1776 -2.8175
C -1.1044 1.7751 0.6930
C -0.0505 -3.9489 4.9544
C 0.8352 -2.4106 3.3194
C 2.1901 0.3192 -2.4963
C -3.0072 3.2861 0.9429
C 3.5513 0.2754 -2.7935
C 4.1129 1.4079 3.3537
C 1.0796 -0.4316 -2.9512
C -0.8374 4.0707 1.8870
C 1.6996 -1.9974 -0.3190
C -1.7036 2.8372 1.6167
C 3.1465 1.6865 -1.0867
C -1.2785 -3.8847 4.3666
C -2.0549 2.1784 2.9648
C -1.9026 -2.4435 -4.8488
C 1.8540 1.3646 2.5206
C 1.0248 -3.1978 4.4181
C 2.8249 1.9305 3.3392
C -1.5024 -3.0730 3.2201
C -2.1877 -2.5449 -6.2061
C -1.9468 -1.4665 -7.0480
C -1.3809 -1.2704 -4.3107
C -0.6491 -1.4852 1.5142
C 2.1293 0.2602 1.7146
H -2.0679 -0.8467 -2.3505
H 1.9698 -2.7003 0.4775
H -1.3147 4.6682 2.6735
H 1.2196 -1.1921 -3.7187
H -3.5938 -3.6013 3.0312
H -2.1611 -1.5417 -8.1074
H 0.1049 -4.5712 5.8281
H -2.5899 -3.4682 -6.6059
H -1.5159 0.8194 1.0234
H -2.1078 -0.8770 0.0898
H 1.6627 -1.8319 2.9317
H 2.5781 2.7884 3.9542
H 1.0400 -2.5179 -1.0177
H 5.2194 1.3801 -1.8076
H -3.5413 3.9601 1.6245
H 3.2269 2.4022 -0.2811
H -2.5552 2.9015 3.6172
H 0.1678 3.8031 2.2210
H -3.9575 -2.2014 1.0365
H -3.6598 2.4369 0.7182
H -2.7238 1.3246 2.8208
H 2.0022 -3.2420 4.8845
H 4.0181 -0.3300 -3.5567
H 0.8692 1.8051 2.4920
H -0.7306 0.7229 -4.7528
H 2.5989 -1.6797 -0.8480
H -2.8067 3.8024 0.0055
H 4.8764 1.8522 3.9815
H -0.9235 -2.1745 -2.4251
H -2.0851 -3.2902 -4.1941
H -2.1110 -4.4554 4.7664
H -0.7287 4.6893 0.9977
H 3.6962 -1.0899 1.1073
H 5.4219 -0.0858 2.5362
H -1.2317 0.5565 -7.1630
H -1.1644 1.8151 3.4862
```

Properties
DFT total energy = -8923.41974 Eh
multiplicity = 3
charge = -1
highest occupied orbital energy (alpha / beta) = -3.753 / -4.380 eV
<S²> = 2.066
Kohn-Sham gap (alpha / beta) = 6.070 / 6.079 eV
lowest unoccupied orbital energy (alpha / beta) = 2.317 / 1.699 eV
ΔE to the lowest compared entry with this formula, charge and spin = 0.0 kJ/mol

Here are the Mulliken charges for atoms 1 to 2, given in e: -0.129, -0.342


3.
A molecular structure, C34H36MoN6OPSi, computed with wB97M-V/def2-TZVPD.

```
80
C34H36MoN6OPSi (wB97M-V/def2-TZVPD)
Mo 0.8678 0.5140 -0.9002
P -1.3660 -0.5388 -0.3542
Si 2.8915 -0.9157 -2.5462
O 1.3596 0.1599 1.2893
N 0.0274 2.1265 -0.0394
N -0.7721 4.4368 -1.6080
N -0.1943 5.0314 0.7135
N 0.5632 2.4539 -1.2903
N -1.2046 4.5432 -0.1973
N 2.2407 -0.7989 -0.8221
C -1.4718 2.1060 -0.1667
C -3.3279 0.1436 -2.2362
C -1.9209 3.3881 0.3938
C 0.7352 0.6962 2.4704
C -0.6331 0.4020 4.3820
C 4.3479 0.2077 -2.6577
C -2.9399 -3.6842 1.5870
C -1.7949 -1.6387 -2.8176
C -2.0276 0.8991 0.5045
C -2.2257 -0.6527 -1.9238
C -3.2582 2.3029 2.0337
C -1.8373 -4.5015 1.8126
C -0.0584 -0.1353 3.2366
C 1.3555 -0.1678 -3.3872
C -3.9835 -0.0364 -3.4457
C 4.0235 -2.0825 0.3167
C 0.4166 2.5267 3.9435
C 3.1082 -2.6719 -3.0679
C -3.5462 -1.0074 -4.3350
C -2.8687 1.0238 1.5677
C -2.4558 -1.8142 -4.0195
C -0.5750 -4.1245 1.3735
C -0.4066 1.7283 4.7258
C 2.4246 -0.7141 1.5022
C 4.0969 -1.8530 2.7151
C 3.0024 -0.9955 2.7238
C -0.4023 -2.9135 0.7220
C 1.0110 2.0077 2.7991
C -2.7568 3.5006 1.4426
C 0.0384 3.5001 -1.9741
C 2.9130 -1.2350 0.3064
C -1.5017 -2.0843 0.5137
C 4.6015 -2.3947 1.5318
C -2.7802 -2.4778 0.9262
H -3.0266 4.4600 1.8652
H -0.2024 -1.1721 2.9744
H 0.6209 3.5476 4.2351
H 0.2032 5.8674 0.2831
H -4.0669 -1.1502 -5.2718
H 0.5170 4.3074 0.7700
H 2.4687 -3.3493 -2.4987
H -0.9745 -2.3021 -2.5578
H -3.2627 0.1533 2.0759
H -3.6989 0.8819 -1.5350
H 4.6122 0.3750 -3.7048
H 5.2302 -0.2003 -2.1641
H 0.7465 -0.9513 -3.8383
H -3.9414 2.3795 2.8665
H -4.8448 0.5706 -3.6874
H -3.6487 -1.8638 0.7158
H 4.5729 -2.0948 3.6552
H -2.1397 -2.5874 -4.7054
H 0.2703 -4.7796 1.5341
H -1.8797 5.3083 -0.2752
H 0.5828 -2.6252 0.3750
H -1.7138 2.0584 -1.2446
H -3.9225 -3.9969 1.9107
H 2.6336 -0.5718 3.6456
H 0.5443 0.4059 -2.8425
H 4.1421 -3.0000 -2.9678
H 1.6907 2.5915 2.1979
H 4.4187 -2.4956 -0.6014
H 1.6338 0.5737 -4.1382
H 0.3546 3.5806 -3.0105
H 2.8394 -2.7678 -4.1224
H 5.4572 -3.0535 1.5683
H -1.2434 -0.2264 5.0161
H 4.1307 1.1832 -2.2123
H -1.9696 -5.4480 2.3187
H -0.8493 2.1315 5.6260
```

Properties
DFT total energy = -2418.97314 Eh
multiplicity = 3
charge = +3
highest occupied orbital energy (alpha / beta) = -16.234 / -16.923 eV
<S²> = 2.179
Kohn-Sham gap (alpha / beta) = 5.616 / 6.635 eV
lowest unoccupied orbital energy (alpha / beta) = -10.618 / -10.287 eV
ΔE to the lowest compared entry with this formula, charge and spin = 248.5 kJ/mol

Here are the Mulliken charges for atoms 1 to 2, given in e: -0.540, 2.260


4.
A molecular structure, C34H36N6O6SeV, computed with wB97M-V/def2-TZVPD.

```
84
C34H36N6O6SeV (wB97M-V/def2-TZVPD)
Se -0.5016 1.8956 -3.0220
V 0.0996 0.5372 -0.8851
O -1.1383 -1.2042 -1.3497
O -0.4137 -1.0877 6.5781
O 6.8976 1.7383 -2.7600
O -1.8554 0.3026 -0.0159
O 4.5058 5.5793 1.3296
O -2.4785 -1.7635 0.2696
N 2.1136 0.5836 -1.7235
N -0.1652 -0.9375 4.3409
N 1.0970 2.2196 0.0622
N 0.7079 -0.7361 0.8158
N -1.8783 -0.9339 -0.3501
N -0.3189 -3.0330 5.4236
C -3.0242 0.7434 -3.8167
C 2.3551 2.4956 -0.3059
C 3.0599 3.5643 0.2332
C -4.4044 0.5731 -3.7748
C 4.5975 0.9327 -2.9304
C 3.1619 5.5638 1.7652
C 0.1654 -0.5151 2.0118
C -4.5946 2.2370 -2.0931
C -0.3030 -1.6653 5.5137
C 1.1366 4.0979 1.5325
C -1.4703 -5.5114 2.2036
C -1.8493 -6.3785 1.0348
C -0.5376 -5.9279 3.1456
C -2.4185 1.6877 -2.9748
C -2.6503 3.4336 -1.1272
C -6.7028 1.1146 -2.8828
C -1.6966 -3.4292 3.4193
C 4.1615 1.7876 -1.9300
C 3.7525 -0.1033 -3.3167
C 2.9174 1.5911 -1.3491
C 2.5273 -0.2306 -2.6948
C 2.4508 4.3839 1.1660
C 1.9132 -2.5619 1.7469
C 1.5510 -1.7621 0.6790
C -5.2104 1.3098 -2.9198
C -2.0431 -4.2515 2.3615
C -0.1637 -5.1026 4.1962
C 5.9283 1.1512 -3.6057
C 1.3833 -2.3076 2.9988
C -0.7376 -3.8466 4.3347
C 0.5087 3.0146 0.9583
C -3.2183 2.4375 -2.1019
C 0.4661 -1.2736 3.1384
C -2.2130 -0.1068 -4.7539
H -1.4864 -5.9442 0.1015
H -2.9327 -6.4685 0.9500
H -1.6258 0.5119 -5.4338
H -2.8616 -0.7610 -5.3377
H 3.1011 5.4956 2.8578
H -0.5171 2.7703 1.2082
H -0.3277 0.0438 4.5047
H -2.7703 -3.8997 1.6415
H 0.5844 -5.4289 4.9090
H -0.5616 0.2870 2.0732
H 4.9190 6.3983 1.6174
H -4.8597 -0.1630 -4.4298
H 4.0351 -0.7974 -4.0969
H 2.6086 -3.3765 1.6030
H -2.1668 -2.4599 3.5212
H 1.6672 -2.9105 3.8497
H 4.0764 3.7756 -0.0612
H -1.5021 -0.7184 -4.1949
H 6.2834 0.2083 -4.0339
H 2.6352 6.4756 1.4598
H 1.9423 -1.9342 -0.3152
H -3.2914 4.3145 -1.0602
H -1.4292 -7.3787 1.1318
H -7.0373 0.8384 -1.8811
H -7.2269 2.0310 -3.1619
H -5.2019 2.8250 -1.4105
H -2.6021 2.9855 -0.1293
H -7.0133 0.3283 -3.5706
H 4.7978 2.6066 -1.6266
H 7.1198 1.1132 -2.0623
H 0.6051 4.7105 2.2488
H -0.3235 -3.4626 6.3357
H 1.8287 -1.0052 -2.9901
H -0.0843 -6.9076 3.0526
H -1.6460 3.7393 -1.4130
H 5.7933 1.8519 -4.4320
```

Properties
DFT total energy = -5442.67165 Eh
multiplicity = 4
charge = 0
highest occupied orbital energy (alpha / beta) = -6.216 / -6.547 eV
<S²> = 3.762
Kohn-Sham gap (alpha / beta) = 5.617 / 5.836 eV
lowest unoccupied orbital energy (alpha / beta) = -0.599 / -0.712 eV
ΔE to the lowest compared entry with this formula, charge and spin = 28.2 kJ/mol

Here are the Mulliken charges for atoms 1 to 2, given in e: -0.296, 1.029


5.
A molecular structure, C34H37AlClF43NO7, computed with wB97M-V/def2-TZVPD.

```
124
C34H37AlClF43NO7 (wB97M-V/def2-TZVPD)
Cl 7.7697 -0.5125 -1.7200
Al 5.0202 -2.7602 -3.2662
F -4.5748 -0.6989 2.3368
F -9.2264 0.6307 3.3400
F 14.2011 1.2485 2.0379
F -0.0509 -0.6556 -8.5913
F 2.0985 -0.3734 -8.4924
F 10.6508 -0.1547 2.3970
F -12.7483 0.7906 3.6235
F -5.7835 0.4040 5.0776
F 9.9276 1.1389 -0.0493
F -10.4297 -0.5863 4.6443
F -0.8056 -4.8517 1.8534
F -4.6161 1.3251 6.6547
F -1.7638 3.7095 -8.2273
F 7.9920 1.5760 0.8328
F -4.6355 4.7385 4.9349
F -2.9627 -5.1010 1.8142
F 2.8679 -1.7111 -0.3171
F -3.5217 -1.4956 0.6377
F -13.8929 -0.0237 7.4285
F -1.7638 -5.4169 -0.6407
F 12.5557 0.6635 0.7495
F -6.2591 -1.9354 0.4753
F -6.3044 3.6178 6.4526
F -3.9371 3.8313 7.5821
F 12.9200 3.6804 2.5583
F -0.6382 2.9023 -9.8767
F -3.3565 2.3851 -10.1079
F 8.8832 -0.9326 1.4396
F -0.0383 0.7405 -11.0788
F 0.7123 -1.4135 -0.9196
F 1.3267 -3.4573 -0.2415
F -5.2262 -3.8169 0.7957
F -11.9956 1.8223 8.0914
F -7.3220 1.7580 6.8798
F -12.7091 -0.7482 5.7719
F 11.7862 1.9674 3.2030
F -3.0038 -3.6437 -0.6382
F -2.5321 4.9670 4.5424
F -12.7674 2.0856 6.0793
F -11.5819 -0.2792 2.1386
F -3.2786 5.8409 7.0911
F -2.2841 0.5397 -9.7085
F 1.2247 -1.0128 -10.9973
O -3.4110 -2.5490 2.6211
O 11.1688 3.0976 1.3534
O 2.0824 1.5521 -4.7616
O -0.5659 1.8967 -7.8601
O 5.7186 -3.6450 -4.7736
O -3.2833 2.9342 4.9393
O -10.3498 1.6466 4.9408
N 2.6008 1.0422 -2.5673
C -2.6141 1.7339 -9.1773
C -11.5502 0.7607 3.0053
C -5.3584 1.6077 5.5593
C 9.8379 2.7006 1.7183
C 2.0421 -2.7352 -2.4383
C -11.9993 1.2733 6.8412
C -10.5422 1.3336 6.3287
C -1.8902 -4.1780 -0.0995
C -3.4227 4.2889 5.2983
C -12.6237 -0.1187 6.9568
C -2.0960 -2.9347 2.1881
C -4.4451 2.2308 4.4756
C 3.2966 -3.6930 -2.6840
C -5.5076 -2.6289 1.3652
C 9.3853 0.1561 2.0559
C -4.2342 -1.8536 1.7157
C 7.8062 -2.3564 -2.0076
C -10.4025 0.5941 4.0055
C 0.7709 1.5313 -8.2387
C 1.0635 0.2373 -10.4914
C 13.1906 1.7297 1.2721
C -3.1123 4.5330 6.7778
C -1.3732 2.5514 -8.8076
C 0.9458 0.1792 -8.9671
C 6.4041 -3.0527 -1.7394
C 2.7650 0.8258 -4.0090
C 1.7974 -2.3351 -0.9350
C 3.7946 -0.2550 -4.5912
C 9.3066 1.3725 1.1319
C 8.8298 -2.9184 -0.8896
C -6.6031 2.4155 5.9305
C -1.9635 -4.2720 1.4251
C 12.2456 2.5966 2.1092
C 4.8707 -0.7414 -3.5118
H 1.2885 2.3490 -8.7454
H 8.2636 -2.5759 -3.0146
H 8.8072 0.3169 2.9702
H 9.0972 -4.0023 -1.0518
H 4.2303 0.1220 -5.5611
H -1.5798 -2.1155 1.6823
H 2.9982 -4.4004 -3.5328
H 2.0324 -1.7844 -3.0443
H 6.6008 -4.1795 -1.7279
H -10.0761 2.1725 6.8514
H -6.1089 -2.8159 2.2578
H 5.9985 -2.7677 -0.7213
H 5.9309 -4.5463 -4.4712
H -12.0574 -0.7500 7.6470
H -11.4404 1.6861 2.4355
H 1.9258 0.8350 -10.7985
H 9.2078 3.4849 1.2913
H -4.0329 1.3928 3.9076
H -5.0065 2.8091 3.7381
H -2.0852 4.2461 7.0138
H 9.7538 -2.2454 -0.9515
H 1.1137 -3.3205 -2.7631
H 4.7582 -0.2843 -2.4838
H -7.2528 2.5640 5.0635
H 13.6208 2.3041 0.4486
H -1.0291 -3.5855 -0.4182
H -1.5458 -3.0715 3.1225
H 3.4699 -4.3322 -1.7505
H 3.1314 -1.1522 -4.8546
H 1.2937 1.4267 -7.2830
H 5.8901 -0.3891 -3.8982
H -3.2376 1.5523 -8.2992
H 9.6756 2.7735 2.7962
H -9.9573 0.4627 6.6332
H 8.3771 -2.7319 0.1242
H 1.9244 1.7912 -2.3924
H 3.5185 1.4252 -2.2761
```

Properties
DFT total energy = -6896.19666 Eh
multiplicity = 1
charge = -1
highest occupied orbital energy = -5.138 eV
Kohn-Sham gap = 6.563 eV
lowest unoccupied orbital energy = 1.425 eV

Here are the Mulliken charges for atoms 1 to 2, given in e: -0.257, -0.398